Computed, not measured: a 2-piece molecular cluster, C5H6BrN3O overall in a non-equilibrium geometry, with the ωB97M-V functional and the def2-TZVPD basis.

- maximum force (eV/A) = 3.078
- energy above the lowest of the compared OMol25 structures with the same formula, charge and spin (kJ/mol) = 211.25
- orbital gap (alpha / beta) (Eh) = 0.303 / 0.291
- HOMO energy (alpha / beta) (hartree) = -0.3675 / -0.3363

Last column: natural (NBO) charge in e.
Atoms and positions in Å:
Br  -0.4740  2.2723  -0.7069  0.101
O  0.0094  -1.6178  -0.2618  -0.520
N  -2.7894  -0.4270  2.3677  -0.472
N  -1.1809  0.3443  1.1345  -0.310
N  -1.6520  1.4029  1.9027  -0.258
C  1.4111  -0.2825  -1.6160  -0.710
C  -1.9366  -0.7853  1.4561  0.230
C  -2.6275  0.8959  2.5316  0.169
C  0.3068  -0.5012  -0.5770  0.474
C  -0.1933  0.6099  0.2176  0.029
H  1.4214  1.3147  1.2151  0.094
H  1.3903  0.7789  -2.0568  0.235
H  2.4359  -0.3799  -1.1685  0.252
H  -3.1660  1.4078  3.3455  0.208
H  -1.9633  -1.7371  1.0368  0.240
H  1.2315  -1.0211  -2.3340  0.238

Atoms 1-2, force components in eV/Å:
Br -0.1 -0.2 -0.1
O -0.7 -1.2 0.1

=====

Computed, not measured: a 2-piece molecular cluster, C4H5N3 overall, with the ωB97M-V functional and the def2-TZVPD basis.

- maximum force (eV/A) = 0.620
- structure (SMILES) = C1=C=NC=NC=1.N
- energy above the lowest of the compared OMol25 structures with the same formula, charge and spin (kJ/mol) = 433.12
- orbital gap (Eh) = 0.337
- HOMO energy (hartree) = -0.3364

Last column: natural (NBO) charge in e.
Atoms and positions in Å:
N  2.3075  1.0301  0.2200  -0.452
N  -2.6958  0.4408  0.0077  -1.061
N  1.7560  -1.2966  -0.0780  -0.445
C  1.0338  1.0331  0.1388  0.357
C  0.0183  0.3107  -0.0223  -0.189
C  0.4353  -1.0207  -0.1303  0.068
C  2.6181  -0.3065  0.0846  0.234
H  -0.2421  -1.8651  -0.2612  0.209
H  3.6759  -0.5383  0.1175  0.202
H  -3.6269  0.1900  0.3249  0.356
H  -2.4079  1.2717  0.5188  0.363
H  -2.7640  0.7250  -0.9667  0.359

Atoms 1-2, force components in eV/Å:
N -0.3 0.0 0.0
N -0.4 0.2 0.0

=====

Computed, not measured: a 2-piece molecular cluster, C5H11N2 overall in a non-equilibrium geometry, with the ωB97M-V functional and the def2-TZVPD basis.

- maximum force (eV/A) = 5.321
- energy above the lowest of the compared OMol25 structures with the same formula, charge and spin (kJ/mol) = 405.87
- orbital gap (Eh) = 0.336
- HOMO energy (hartree) = -0.4626
- total charge = +1

Last column: natural (NBO) charge in e.
Atoms and positions in Å:
N  0.2449  -0.3559  1.3953  -0.744
N  0.9943  -1.7650  -0.3042  -0.821
C  -2.1064  -0.0920  -0.6472  -0.148
C  0.8531  0.5550  -0.8185  -0.294
C  0.5077  1.9664  -0.3768  -0.673
C  -2.3013  -0.8533  0.2161  -0.344
C  0.8125  -0.5038  0.0272  0.331
H  0.6194  2.4337  -1.2758  0.253
H  -0.4345  2.0466  0.0499  0.208
H  0.8499  -1.0330  2.0376  0.465
H  -2.6332  -1.5413  0.8920  0.249
H  -0.7255  -0.6676  1.2618  0.462
H  1.0559  -2.6500  0.1769  0.425
H  -1.9306  0.7163  -1.3890  0.270
H  0.3569  0.6673  1.4365  0.473
H  1.3807  0.5238  -1.7837  0.247
H  1.3214  -1.8864  -1.2371  0.415
H  1.1348  2.4394  0.3389  0.227

Atoms 1-2, force components in eV/Å:
N 2.8 -1.3 -0.8
N 0.7 -2.8 -1.3

=====

Computed, not measured: a 2-piece molecular cluster, BrH3NOP overall in a non-equilibrium geometry, with the ωB97M-V functional and the def2-TZVPD basis.

- maximum force (eV/A) = 4.664
- structure (SMILES) = [H]/N=P\Br.O
- energy above the lowest of the compared OMol25 structures with the same formula, charge and spin (kJ/mol) = 150.57
- orbital gap (Eh) = 0.337
- HOMO energy (hartree) = -0.3532

Last column: natural (NBO) charge in e.
Atoms and positions in Å:
Br  1.9564  -1.0434  -0.3999  -0.390
P  1.4872  1.1737  -0.6943  1.129
O  -1.4033  -0.8560  -0.1600  -0.926
N  0.7063  1.7475  0.4445  -1.173
H  0.0771  1.9612  1.1875  0.435
H  -2.0737  -1.5485  -0.4314  0.462
H  -0.7500  -1.4346  0.0535  0.462

Atoms 1-2, force components in eV/Å:
Br 0.1 -0.4 0.1
P -0.4 0.5 0.6

=====

Computed, not measured: C3H7LiO as an isolated structure in a non-equilibrium geometry, with the ωB97M-V functional and the def2-TZVPD basis.

- maximum force (eV/A) = 1.161
- orbital gap (Eh) = 0.250
- HOMO energy (hartree) = -0.2539

Last column: natural (NBO) charge in e.
Atoms and positions in Å:
O  -0.4638  0.5832  -0.1316  -0.736
C  1.4894  -1.0133  -0.0683  -1.005
C  -1.8303  0.7907  0.0308  -0.246
C  0.0395  -0.9748  0.0907  -0.124
Li  1.2240  1.1549  0.1591  0.854
H  2.0218  -1.4962  0.7642  0.202
H  -0.4632  -1.6130  -0.6580  0.174
H  1.8194  -1.3674  -1.0538  0.196
H  -2.1762  0.4551  1.0276  0.160
H  -2.3878  0.2164  -0.7347  0.167
H  -0.4956  -1.2737  1.0090  0.176
H  -2.0916  1.8528  -0.0944  0.181

Atoms 1-2, force components in eV/Å:
O 0.5 -0.8 0.2
C 0.1 0.3 0.7

=====

Computed, not measured: C3H7NOS as an isolated structure in a non-equilibrium geometry, with the ωB97M-V functional and the def2-TZVPD basis.

- maximum force (eV/A) = 7.207
- energy above the lowest of the compared OMol25 structures with the same formula, charge and spin (kJ/mol) = 462.60
- orbital gap (Eh) = 0.319
- HOMO energy (hartree) = -0.3186

Last column: natural (NBO) charge in e.
Atoms and positions in Å:
S  -1.0562  -1.3949  -0.2532  0.382
O  -1.4542  1.4996  -1.1502  -0.579
N  -1.4303  0.0262  0.5370  -0.827
C  -1.6158  1.2762  0.0295  0.492
C  0.8375  -0.9271  -0.8111  -0.514
C  1.6884  -0.0433  0.2689  -0.653
H  -2.1419  2.1037  0.6544  0.140
H  1.8986  -0.7127  1.1920  0.219
H  1.2753  -2.1857  -0.6726  0.219
H  0.8833  -0.4633  -1.9748  0.254
H  2.4505  0.6175  -0.0758  0.231
H  0.8125  0.6240  0.6475  0.217
H  -2.1477  -0.4201  1.6085  0.417

Atoms 1-2, force components in eV/Å:
S 3.0 0.9 -1.7
O 0.8 0.2 0.2

=====

Computed, not measured: an isolated ion of composition C5H9O and charge -1 in a non-equilibrium geometry, with the ωB97M-V functional and the def2-TZVPD basis.

- maximum force (eV/A) = 4.264
- structure (SMILES) = C=CCCC[O-]
- energy above the lowest of the compared OMol25 structures with the same formula, charge and spin (kJ/mol) = 137.59
- orbital gap (Eh) = 0.218
- HOMO energy (hartree) = -0.0773
- total charge = -1

Last column: natural (NBO) charge in e.
Atoms and positions in Å:
O  2.0643  -2.5360  0.1635  -0.946
C  0.0520  -1.1321  0.4230  -0.442
C  1.2046  -1.8194  -0.5796  0.019
C  -0.9654  2.5781  0.1385  -0.466
C  -0.1347  1.5478  0.2867  -0.115
C  -0.5064  0.0833  -0.2313  -0.478
H  -0.8648  3.5891  0.8281  0.176
H  -0.1719  0.0751  -1.2669  0.209
H  -1.9536  2.3435  -0.1150  0.180
H  0.4820  -0.8485  1.4778  0.176
H  1.6669  -0.9842  -1.1935  0.060
H  -0.6927  -1.9422  0.6193  0.181
H  0.8499  1.5923  0.7142  0.192
H  -1.5575  -0.0957  -0.0061  0.197
H  0.5273  -2.4511  -1.2588  0.057

Atoms 1-2, force components in eV/Å:
O -0.1 0.2 -1.0
C 2.8 -0.6 1.1

=====

Computed, not measured: a 2-piece molecular cluster, C4H8N2O2 overall in a non-equilibrium geometry, with the ωB97M-V functional and the def2-TZVPD basis.

- maximum force (eV/A) = 2.798
- energy above the lowest of the compared OMol25 structures with the same formula, charge and spin (kJ/mol) = 482.76
- orbital gap (alpha / beta) (Eh) = 0.259 / 0.243
- HOMO energy (alpha / beta) (hartree) = -0.2459 / -0.2307

Last column: natural (NBO) charge in e.
Atoms and positions in Å:
O  -1.9662  0.5578  -0.9300  -0.613
O  2.3706  -1.6455  -0.4722  -0.522
N  -0.4391  -1.1481  -0.7029  -0.809
N  1.7293  0.6050  -0.0234  -0.611
C  -1.2459  -0.0781  -0.1835  0.676
C  -1.2943  -0.0374  1.3233  -0.723
C  0.8367  1.3729  -0.7224  -0.403
C  1.6371  -0.7446  -0.2402  0.684
H  -0.5962  -1.2660  -1.6997  0.407
H  -1.9264  -0.8526  1.6909  0.231
H  -0.2954  -0.1534  1.7472  0.218
H  -0.4837  -2.0295  -0.2055  0.398
H  0.5554  1.2297  -1.7529  0.202
H  2.1510  0.9234  0.8399  0.434
H  -1.7312  0.9059  1.6395  0.244
H  0.6984  2.3605  -0.3083  0.188

Atoms 1-2, force components in eV/Å:
O 0.0 -0.2 0.3
O -0.1 0.6 -0.5

=====

Computed, not measured: one molecule with the formula C7H13NO2, with the ωB97M-V functional and the def2-TZVPD basis.

- maximum force (eV/A) = 0.693
- structure (SMILES) = CC(C)(C)[C@@H]1COC(=O)N1
- energy above the lowest of the compared OMol25 structures with the same formula, charge and spin (kJ/mol) = 0.00
- orbital gap (Eh) = 0.384
- HOMO energy (hartree) = -0.3612

Last column: natural (NBO) charge in e.
Atoms and positions in Å:
O  -2.1378  0.6611  -1.3675  -0.493
O  -1.0786  1.9869  -2.8587  -0.609
N  -0.2998  1.6979  -0.7163  -0.653
C  1.9270  0.2047  0.4756  -0.611
C  -1.1523  1.4981  -1.7656  0.878
C  0.2692  -1.2673  1.6078  -0.609
C  -0.5207  0.7524  0.3517  -0.061
C  -1.9599  0.3281  0.0013  -0.077
C  0.5217  -0.4006  0.3734  -0.048
C  0.4361  -1.2470  -0.8985  -0.621
H  2.6605  -0.5886  0.5986  0.217
H  2.0014  0.8743  1.3297  0.207
H  0.5666  -0.6331  -1.7865  0.219
H  0.9983  -2.0727  1.6476  0.216
H  -0.4888  1.2678  1.3194  0.201
H  -2.6902  0.8911  0.5977  0.190
H  -0.5197  -1.7577  -0.9773  0.211
H  0.5710  2.1718  -0.8471  0.414
H  -0.7234  -1.7081  1.5885  0.206
H  -2.1491  -0.7385  0.1255  0.194
H  0.3618  -0.6755  2.5155  0.208
H  2.1863  0.7553  -0.4256  0.205
H  1.2205  -2.0006  -0.8894  0.215

Atoms 1-2, force components in eV/Å:
O -0.1 -0.1 -0.3
O -0.1 -0.1 -0.1

=====

Computed, not measured: C13H38F5NO15S2Y as an isolated structure in a non-equilibrium geometry, with the ωB97M-V functional and the def2-TZVPD basis.

- maximum force (eV/A) = 9.244
- orbital gap (alpha / beta) (Eh) = 0.155 / 0.216
- HOMO energy (alpha / beta) (hartree) = -0.0247 / -0.0876
- total charge = -2
- spin multiplicity = 2

Last column: Mulliken charge in e.
Atoms and positions in Å:
Y  -3.2777  0.5989  -3.7805  0.335
S  -2.0610  -2.4943  4.7819  1.189
S  -0.7283  -3.3938  3.1380  1.192
F  -3.6230  -2.3624  5.1104  -0.352
F  -1.1349  2.3919  0.6429  -0.209
F  0.3362  3.5000  -0.5702  -0.348
F  -0.6702  -4.9392  2.6202  -0.410
F  -1.7054  3.3044  -1.1345  -0.476
O  -1.7597  -1.3956  -4.0619  -0.485
O  -0.5705  -2.8235  1.7728  -0.407
O  3.5057  -1.7446  6.0468  -0.562
O  -1.5418  0.5674  -1.9151  -0.373
O  -3.9015  2.2638  -2.0858  0.120
O  -4.2629  -0.6654  -5.7266  -0.764
O  0.4364  -3.4348  3.9954  -0.557
O  5.9515  -0.8382  1.8925  -0.531
O  -3.1451  -1.3669  1.0879  -0.492
O  -0.1313  0.0757  -0.3703  -0.120
O  -1.9143  6.9223  1.8640  -0.553
O  5.1892  1.0005  -2.1010  -0.483
O  1.2702  -2.1982  -2.0574  -0.345
O  -1.6242  -3.0717  6.0013  -0.709
O  -1.7345  -1.1040  4.4751  -0.556
N  -2.3058  -3.5287  3.7648  -0.355
C  4.1182  0.6743  -2.9722  -0.195
C  -0.7456  2.6099  -0.6090  0.796
C  -3.1786  0.0317  1.4515  -0.066
C  -5.2205  2.4735  -1.5582  -0.726
C  1.4110  -0.6381  1.3390  -0.953
C  -3.4810  -1.8853  -5.9327  -0.329
C  3.5178  -1.4947  4.6878  -0.418
C  -0.4596  1.1844  -1.2929  -0.218
C  2.5904  -2.4427  -1.5869  -0.441
C  -1.5520  5.9740  0.8166  -0.353
C  4.9684  -0.8523  0.8008  -0.437
C  -2.0195  -1.9737  -5.3311  -0.744
C  1.1397  0.3230  0.2338  0.171
H  -5.3300  3.5276  -1.3028  0.300
H  -6.0109  2.2655  -2.2793  0.274
H  -3.6390  -1.8521  1.7529  0.261
H  3.7702  -2.3785  4.1019  0.237
H  -3.4864  -2.1435  -6.9917  0.294
H  1.4587  -1.5693  0.7743  0.111
H  3.3021  0.3637  -2.3198  -0.194
H  -3.9413  -2.7255  -5.4128  0.236
H  -1.3703  6.4324  -0.1554  0.299
H  -0.6427  5.4885  1.1712  0.179
H  -3.4028  2.8079  -1.4720  0.284
H  -2.2331  0.4843  1.1528  -0.117
H  -1.4043  -1.4011  -6.0252  0.272
H  3.1639  -1.5295  -1.4281  -0.151
H  2.3319  -0.4232  1.8812  0.294
H  1.1453  1.2292  0.8396  0.358
H  2.5120  -1.5000  4.2676  0.142
H  0.5831  -0.6525  2.0478  0.224
H  2.9314  -1.1441  6.5275  0.311
H  -2.3456  5.2702  0.5657  0.149
H  -5.3883  1.8321  -0.6930  0.266
H  3.2815  -3.0437  -2.1780  0.440
H  2.0493  0.4149  -0.3596  -0.296
H  -3.2699  0.0470  2.5376  0.405
H  4.4657  -0.0934  -3.6635  0.245
H  -2.7705  7.2976  1.6455  0.281
H  4.1616  -0.6361  4.4971  0.300
H  4.6068  0.1260  0.4841  0.275
H  2.5285  -3.0170  -0.6625  0.287
H  6.7573  -0.4072  1.5983  0.270
H  -4.0118  0.5540  0.9813  -0.025
H  3.6313  1.4398  -3.5763  0.363
H  0.3576  1.2645  -2.0097  0.298
H  -1.5517  -2.9477  -5.4748  0.348
H  5.2783  -1.3390  -0.1240  0.315
H  5.4796  1.8913  -2.3100  0.272
H  1.2522  -1.8014  -2.9314  0.233
H  4.0646  -1.3793  1.1066  0.121

Atoms 1-2, force components in eV/Å:
Y 2.6 -3.5 -0.3
S -3.6 5.3 6.7